Formula: C37H45AlAsCl4N5O7S2
Source: OMol25
Level of theory: wB97M-V/def2-TZVPD

Structure (XYZ):
```
102
Properties=species:S:1:pos:R:3:forces:R:3
Al -1.01812 -0.24949 0.42500 0.45 -0.50 -0.44
N -4.07048 -6.18578 3.41086 0.13 0.40 -0.11
C -4.36119 -7.51744 3.34833 0.32 -0.71 -0.60
C -5.10634 -8.36216 4.16134 -0.13 -0.12 0.13
C -5.18384 -9.68323 3.77788 0.01 0.18 0.08
C -4.53730 -10.16343 2.62669 0.07 -0.07 -0.13
C -3.79142 -9.34200 1.81800 -0.06 0.06 0.09
C -3.70261 -7.99261 2.17662 -0.66 -0.01 0.99
N -3.07013 -6.96286 1.56845 0.34 0.90 -0.29
C -3.30319 -5.89376 2.30467 -0.28 -1.10 0.10
C -2.80058 -4.60140 1.94847 0.48 1.15 -0.40
C -2.79832 -3.47010 2.78095 -0.07 -0.40 -0.14
C -2.27431 -2.28258 2.32283 0.13 0.22 0.02
N -1.72787 -2.12448 1.10671 0.10 -0.02 0.02
C -1.75380 -3.20194 0.29540 -0.10 -0.12 -0.02
C -2.26341 -4.41804 0.66182 -0.17 -0.17 0.35
H -4.43778 -5.54158 4.09189 0.05 -0.02 -0.09
H -5.60671 -8.01011 5.04951 -0.06 0.05 0.10
H -5.75530 -10.37610 4.37638 -0.05 -0.02 0.07
H -4.63872 -11.20872 2.37886 0.01 -0.08 -0.04
H -3.29498 -9.70883 0.93512 0.06 -0.04 -0.12
H -3.19276 -3.51636 3.78397 -0.04 0.06 0.09
H -2.27937 -1.39639 2.94051 -0.01 0.01 0.12
H -1.35670 -3.06422 -0.69867 -0.09 -0.10 0.06
H -2.27311 -5.24429 -0.02990 0.04 -0.06 -0.07
C 3.53430 -4.52909 -1.47699 -0.15 -0.02 -0.10
C 2.28441 -3.72433 -1.80818 0.24 -0.23 0.06
C 2.30566 -2.32603 -1.17723 -0.44 -0.21 0.07
S 1.12008 -2.34277 0.20786 1.39 0.28 0.12
O 0.71251 -0.85417 0.38463 0.32 -0.01 -0.05
C 2.20420 -2.65722 1.65442 -0.43 0.05 -0.18
C 3.14485 -1.52400 2.05370 0.10 0.14 -0.23
C 4.61914 -1.84014 1.83370 -0.15 0.09 0.10
H 3.46651 -5.52388 -1.90696 0.03 -0.10 -0.01
H 3.66732 -4.64075 -0.40383 0.10 -0.03 0.14
H 4.41416 -4.04572 -1.89335 0.15 0.03 0.03
H 1.39890 -4.25952 -1.45330 -0.03 -0.07 -0.19
H 2.19977 -3.64643 -2.89161 -0.13 0.12 0.03
H 1.90572 -1.56964 -1.84867 -0.06 0.11 0.02
H 3.30384 -2.04166 -0.85336 -0.05 0.18 0.14
H 2.75074 -3.56534 1.40639 -0.08 -0.19 -0.06
H 1.49557 -2.88866 2.44939 -0.06 -0.12 -0.04
H 2.99799 -1.30231 3.11215 -0.13 0.01 -0.03
H 2.87437 -0.62691 1.49580 0.01 0.09 0.09
H 4.89707 -2.76150 2.33757 0.08 -0.11 0.04
H 5.22007 -1.03678 2.24874 0.17 0.04 -0.01
H 4.86421 -1.93154 0.78038 0.06 -0.07 -0.16
O -1.33161 -0.93460 -1.37816 1.72 -0.34 0.49
Cl -2.74351 -0.55596 -1.33176 -1.44 -0.05 -1.98
O -3.50950 -1.68655 -1.50760 -1.35 -1.55 -0.31
O -2.96144 0.45176 -2.25475 -0.49 1.13 -1.25
O -2.91571 -0.03147 0.00711 0.11 0.56 1.82
C -0.83526 3.32235 3.03866 0.04 -0.28 -0.11
As 0.02492 1.60474 2.77637 0.80 1.05 1.16
C 0.29953 0.85879 4.55213 -0.11 0.09 -0.31
C 1.69451 1.95908 1.85971 -0.22 -0.01 0.05
O -0.95406 0.51882 1.96920 -0.62 0.03 0.76
H -0.21957 3.88866 3.74095 -0.01 -0.09 -0.02
H -1.83685 3.19751 3.45000 0.07 -0.07 -0.01
H -0.88350 3.86620 2.09535 0.02 -0.11 0.01
H 0.85785 1.55672 5.18139 -0.06 -0.03 -0.18
H 0.83045 -0.09154 4.50079 0.01 0.07 -0.13
H -0.68564 0.68567 4.99132 0.07 0.07 -0.07
H 1.65486 2.97158 1.45002 -0.07 -0.18 0.04
H 1.79950 1.23838 1.05114 0.02 0.04 0.04
H 2.52626 1.88188 2.55940 -0.07 -0.08 0.02
Cl 5.62748 4.08404 -2.45007 0.22 -0.04 0.00
C 3.94415 4.36956 -2.64817 -0.42 0.02 0.03
C 3.39487 4.48252 -3.91905 0.08 0.00 0.08
C 2.04410 4.73584 -4.04757 -0.05 -0.08 0.21
C 1.21336 4.85461 -2.93700 -0.02 0.05 0.13
C -0.26766 5.08098 -3.16224 -0.08 -0.14 0.13
C -0.94600 3.71436 -3.44594 0.13 0.90 -0.77
N -1.10602 2.97018 -2.23027 0.08 -0.34 0.33
C -1.97474 3.33716 -1.24778 -0.36 -0.10 0.65
C -1.78770 2.47159 -0.21965 -0.18 0.47 -0.21
N -0.82451 1.56063 -0.57302 0.33 -0.21 0.20
C -0.43081 1.90451 -1.79570 0.23 -0.22 0.27
O -0.52392 5.90110 -4.27244 -0.05 -0.50 -0.14
C -0.55496 7.29342 -3.97832 0.01 0.43 0.12
C 0.77572 7.81959 -3.52658 -0.19 -0.04 0.39
C 1.11613 8.08131 -2.22944 0.38 0.16 -0.17
Cl 0.09400 8.00861 -0.85577 -0.15 0.16 0.08
S 2.77418 8.54574 -2.04331 -0.55 -0.20 -0.24
C 3.01420 8.38278 -3.73560 -0.06 0.00 0.19
C 1.88753 8.00954 -4.38907 0.18 0.08 0.12
C 1.78460 4.70795 -1.67910 0.24 -0.09 -0.46
Cl 0.80919 4.79754 -0.25111 -0.08 -0.03 0.37
C 3.14084 4.47872 -1.52174 0.19 -0.04 -0.13
H 4.01763 4.38048 -4.79326 0.11 0.03 -0.05
H 1.59968 4.85752 -5.02383 0.02 0.02 -0.13
H -0.72284 5.52518 -2.26383 0.07 -0.11 -0.10
H -0.34054 3.15297 -4.15521 -0.06 -0.10 0.03
H -1.92219 3.90684 -3.89701 0.04 -0.12 0.11
H -2.66841 4.14487 -1.36751 -0.05 0.19 -0.03
H -2.30590 2.39738 0.71668 -0.16 0.05 0.00
H 0.32318 1.38255 -2.35741 0.00 0.05 -0.19
H -1.31665 7.49573 -3.21235 0.06 -0.04 -0.17
H -0.85319 7.76406 -4.91533 -0.03 0.02 0.10
H 3.98290 8.58255 -4.14327 0.25 0.09 -0.18
H 1.83117 7.87976 -5.45327 0.02 -0.06 -0.27
H 3.57684 4.39207 -0.53965 0.03 0.02 0.11
```
Forces are in eV/Å.

Values from the calculation:
net charge = +2
gap between HOMO and LUMO = 0.26363 hartree
E_tot = -7352.20097 a.u.
energy relative to the best compared isomer or geometry (same formula, charge and spin) = 31.9 kcal per mole
HOMO = -12.078 eV
2S+1 = 1

Mulliken atomic charge list, values in e, 6 entries: -0.142, -0.001, 0.718, -1.012, -0.434, -0.495